# 1
DFT (ωB97M-V with the def2-TZVPD basis set) results for one molecule with the formula C2H6O.

Results
E_LUMO (Ha): 0.0178
Kohn-Sham gap (eV): 8.08
HOMO level (eV): -7.60

Bonds (Å) are listed after each position.
Cartesian coordinates (Å):
1 C -0.999 -0.545 0.111  O3 1.437, H4 1.087, H5 1.092, H6 1.094
2 C 0.820 1.220 0.104  O3 1.686, H7 1.106, H8 1.112
3 O 0.427 -0.415 0.231  C1 1.437, C2 1.686, H9 0.968
4 H -1.412 -0.093 1.009  C1 1.087
5 H -1.351 0.004 -0.765  C1 1.092
6 H -1.245 -1.609 0.051  C1 1.094
7 H 1.746 1.156 0.705  C2 1.106
8 H 1.184 1.181 -0.946  C2 1.112
9 H 0.860 -0.948 -0.452  O3 0.968

Here is what natural (NBO) gives for the atomic charges, in e: -0.2450 -0.5374 -0.5465 0.2191 0.1996 0.1785 0.1249 0.1050 0.5018

***

# 2
DFT (ωB97M-V with the def2-TZVPD basis set) results for a 2-piece molecular cluster, C2H6O overall.

Results
E_LUMO (Ha): 0.0394
Kohn-Sham gap (eV): 11.72
HOMO level (eV): -10.64

Bonds (Å) are listed after each position.
Cartesian coordinates (Å):
1 C 0.000 0.000 0.000  C2 1.327, H3 1.096, H4 1.096
2 C -0.905 -0.877 0.416  C1 1.327, H5 1.096, H6 1.096
3 H 1.075 0.045 0.209  C1 1.096
4 H -0.424 0.768 -0.657  C1 1.096
5 H -0.692 -1.758 1.032  C2 1.096
6 H -1.918 -0.770 0.012  C2 1.096
7 O 1.399 -0.516 -2.454  H8 0.984, H9 0.984
8 H 0.993 -0.459 -1.559  O7 0.984
9 H 1.255 -1.449 -2.732  O7 0.984

Here is what natural (NBO) gives for the atomic charges, in e: -0.4639 -0.3520 0.2154 0.2106 0.1985 0.1994 -0.9488 0.4731 0.4678

***

# 3
DFT (ωB97M-V with the def2-TZVPD basis set) results for one molecule with the formula C2H6O.

Results
E_LUMO (Ha): 0.0418
Kohn-Sham gap (eV): 10.82
HOMO level (eV): -9.68

Bonds (Å) are listed after each position.
Cartesian coordinates (Å):
1 C 0.056 -0.334 -1.200  O2 1.527, H4 1.128, H5 1.066, H6 1.087
2 O -0.439 0.652 -0.144  C1 1.527, C3 1.459
3 C -0.066 0.405 1.244  O2 1.459, H7 1.086, H8 1.060, H9 1.132
4 H -0.839 -0.774 -1.728  C1 1.128
5 H 0.539 -1.225 -0.872  C1 1.066
6 H 0.613 0.165 -1.990  C1 1.087
7 H 0.488 -0.529 1.262  C3 1.086
8 H -0.962 0.410 1.811  C3 1.060
9 H 0.611 1.232 1.618  C3 1.132

Here is what natural (NBO) gives for the atomic charges, in e: -0.2615 -0.5704 -0.2378 0.1800 0.1772 0.1876 0.1700 0.1826 0.1723

***

# 4
DFT (ωB97M-V with the def2-TZVPD basis set) results for one molecule with the formula C2H6O2.

Results
E_LUMO (Ha): 0.0284
Kohn-Sham gap (eV): 10.78
HOMO level (eV): -10.00

Bonds (Å) are listed after each position.
Cartesian coordinates (Å):
1 O 0.783 0.833 -1.119  C2 1.448, H5 1.084
2 C 0.690 -0.333 -0.266  O1 1.448, C3 1.595, H6 1.144, H7 1.043
3 C -0.565 -0.208 0.710  C2 1.595, O4 1.399, H8 0.951, H9 0.914
4 O -1.702 -0.447 -0.068  C3 1.399, H10 0.865
5 H 1.137 1.699 -0.571  O1 1.084
6 H 1.698 -0.418 0.269  C2 1.144
7 H 0.690 -1.124 -0.945  C2 1.043
8 H -0.630 0.577 1.242  C3 0.951
9 H -0.378 -0.750 1.422  C3 0.914
10 H -1.723 0.171 -0.673  O4 0.865

Here is what natural (NBO) gives for the atomic charges, in e: -0.7434 -0.0828 -0.0739 -0.6892 0.4652 0.1517 0.1919 0.1565 0.1648 0.4592

***

# 5
DFT (ωB97M-V with the def2-TZVPD basis set) results for a 2-piece molecular cluster, C2H6O2 overall.

Results
E_LUMO (Ha): 0.0341
Kohn-Sham gap (eV): 10.90
HOMO level (eV): -9.97

Bonds (Å) are listed after each position.
Cartesian coordinates (Å):
1 C 0.751 -0.637 -1.254  C2 1.500, H4 1.093, H5 1.086, H6 1.086
2 C -0.577 -0.765 -0.569  C1 1.500, O3 1.208, H7 1.097
3 O -0.699 -0.889 0.626  C2 1.208
4 H 1.496 -1.068 -0.581  C1 1.093
5 H 0.761 -1.250 -2.151  C1 1.086
6 H 0.964 0.403 -1.479  C1 1.086
7 H -1.469 -0.502 -1.151  C2 1.097
8 O 0.274 1.826 1.027  H9 0.967, H10 0.963
9 H -0.145 1.102 1.511  O8 0.967
10 H 0.535 2.396 1.757  O8 0.963

Here is what natural (NBO) gives for the atomic charges, in e: -0.7245 0.4572 -0.5501 0.2317 0.2224 0.2560 0.1071 -0.9466 0.4814 0.4654

***

# 6
DFT (ωB97M-V with the def2-TZVPD basis set) results for one molecule with the formula C2H6O2.

Results
E_LUMO (Ha): 0.0321
Kohn-Sham gap (eV): 11.11
HOMO level (eV): -10.24

Bonds (Å) are listed after each position.
Cartesian coordinates (Å):
1 O -1.165 1.092 0.065  C2 1.416, H5 0.965
2 C -0.839 -0.280 -0.058  O1 1.416, C3 1.521, H6 1.095, H7 1.100
3 C 0.626 -0.510 0.278  C2 1.521, O4 1.418, H8 1.098, H9 1.095
4 O 1.449 0.330 -0.513  C3 1.418, H10 0.964
5 H -0.753 1.532 -0.688  O1 0.965
6 H -1.488 -0.833 0.629  C2 1.095
7 H -1.046 -0.642 -1.077  C2 1.100
8 H 0.794 -0.318 1.346  C3 1.098
9 H 0.910 -1.547 0.071  C3 1.095
10 H 1.511 1.174 -0.053  O4 0.964

Here is what natural (NBO) gives for the atomic charges, in e: -0.7191 -0.0904 -0.0915 -0.7237 0.4681 0.1809 0.1624 0.1646 0.1788 0.4700

***

# 7
DFT (ωB97M-V with the def2-TZVPD basis set) results for one molecule with the formula C2H6O2.

Results
E_LUMO (Ha): 0.0289
Kohn-Sham gap (eV): 11.05
HOMO level (eV): -10.26

Bonds (Å) are listed after each position.
Cartesian coordinates (Å):
1 O 0.927 1.190 0.404  C2 1.404, H5 0.979
2 C 0.196 0.481 -0.563  O1 1.404, C3 1.489, H6 1.117, H7 1.084
3 C -0.394 -0.775 -0.024  C2 1.489, O4 1.425, H8 1.110, H9 1.109
4 O -1.301 -0.487 1.037  C3 1.425, H10 0.975
5 H 1.832 0.817 0.424  O1 0.979
6 H -0.631 1.143 -0.918  C2 1.117
7 H 0.776 0.274 -1.456  C2 1.084
8 H 0.336 -1.525 0.347  C3 1.110
9 H -0.991 -1.201 -0.856  C3 1.109
10 H -0.751 0.083 1.604  O4 0.975

Here is what natural (NBO) gives for the atomic charges, in e: -0.7237 -0.0999 -0.0967 -0.7128 0.4703 0.1853 0.1666 0.1603 0.1816 0.4690

***

# 8
DFT (ωB97M-V with the def2-TZVPD basis set) results for one molecule with the formula C2H6O2.

Results
E_LUMO (Ha): 0.0316
Kohn-Sham gap (eV): 11.12
HOMO level (eV): -10.26

Bonds (Å) are listed after each position.
Cartesian coordinates (Å):
1 O -0.785 -1.064 -0.761  C2 1.424, H5 0.964
2 C 0.481 -0.530 -0.386  O1 1.424, C3 1.533, H6 1.095, H7 1.097
3 C 0.298 0.500 0.734  C2 1.533, O4 1.409, H8 1.102, H9 1.095
4 O -0.826 1.303 0.461  C3 1.409, H10 0.969
5 H -1.067 -0.611 -1.564  O1 0.964
6 H 1.106 -1.366 -0.057  C2 1.095
7 H 0.966 -0.058 -1.249  C2 1.097
8 H 0.197 0.002 1.712  C3 1.102
9 H 1.169 1.162 0.790  C3 1.095
10 H -1.539 0.662 0.320  O4 0.969

Here is what natural (NBO) gives for the atomic charges, in e: -0.7312 -0.0933 -0.0895 -0.7150 0.4758 0.1779 0.1656 0.1567 0.1811 0.4721

***

# 9
DFT (ωB97M-V with the def2-TZVPD basis set) results for an isolated ion of composition C2H6O2P and charge -1.

Results
E_LUMO (Ha): 0.1607
Kohn-Sham gap (eV): 7.70
HOMO level (eV): -3.32
Total charge: -1

Bonds (Å) are listed after each position.
Cartesian coordinates (Å):
1 C 1.282 -0.315 1.008  P2 1.729, H6 1.220, H7 1.165
2 P 0.414 -0.262 -0.486  C1 1.729, C3 1.832, O4 1.463, O5 2.106
3 C -1.317 -0.616 -0.002  P2 1.832, H8 1.066, H9 1.152, H10 1.043
4 O 0.854 -1.000 -1.670  P2 1.463
5 O -0.098 1.679 -1.123  P2 2.106, H11 0.946
6 H 2.482 -0.113 0.928  C1 1.220
7 H 0.750 0.306 1.838  C1 1.165
8 H -1.813 -1.545 -0.167  C3 1.066
9 H -1.330 -0.079 1.016  C3 1.152
10 H -1.916 -0.047 -0.639  C3 1.043
11 H 0.692 1.992 -0.704  O5 0.946

Here is what natural (NBO) gives for the atomic charges, in e: -1.2897 2.0034 -1.0261 -1.1307 -1.0766 0.2030 0.1988 0.2251 0.2282 0.2300 0.4346

***

# 10
DFT (ωB97M-V with the def2-TZVPD basis set) results for a 2-piece molecular cluster, C2H6O2PS overall.

Results
E_LUMO (spin up / spin down) (Ha): 0.1479 / 0.1037
Kohn-Sham gap (spin up / spin down) (eV): 6.94 / 6.61
HOMO level (spin up / spin down) (eV): -2.91 / -3.78
Expectation value of S²: 2.0082
Multiplicity: 3
Total charge: -1

Bonds (Å) are listed after each position.
Cartesian coordinates (Å):
1 C -1.470 -0.681 0.655  O4 1.397, H7 1.089, H8 1.076, H9 1.041
2 C 1.200 1.054 -0.513  P5 1.903, H10 1.055, H11 1.001, H12 1.125
3 O -0.845 2.981 -0.143  P5 1.500
4 O -1.079 0.651 0.814  C1 1.397, P5 1.710
5 P -0.635 1.557 -0.566  C2 1.903, O3 1.500, O4 1.710
6 S -1.995 -0.133 -2.715  no bonds
7 H -0.571 -1.203 0.977  C1 1.089
8 H -1.413 -1.014 -0.366  C1 1.076
9 H -2.295 -1.060 1.164  C1 1.041
10 H 1.412 0.024 -0.418  C2 1.055
11 H 1.766 1.254 -1.315  C2 1.001
12 H 1.710 1.580 0.341  C2 1.125

Here is what natural (NBO) gives for the atomic charges, in e: -0.2563 -0.9908 -1.1223 -0.8259 1.6670 -0.6149 0.1482 0.1961 0.1681 0.2135 0.2065 0.2109

***

What ΔE to the lowest compared entry with this formula, charge and spin values result from the calculations? In sequence: 4.1474, 0.8857, 1.1413, 3.0153, 0.4732, 0.5512, 0.6450, 0.5979, 2.4658, 0.0844 eV.